## A
Density functional theory data (the ωB97M-V functional and the def2-TZVPD basis) for a cluster of 2 separate species, C4H8Cl2NO in total.

Cartesian coordinates (Å):
C 1.7265 0.3424 0.1381
C -1.3368 -0.6651 0.6748
C 1.4108 -0.6220 -0.7277
C -1.2833 0.0063 -0.6285
N -1.1777 1.3190 -0.6944
O 1.9486 0.2212 1.5115
Cl 1.7849 2.0699 -0.2416
Cl 1.3802 -2.2889 -0.2854
H -0.5800 -1.4348 0.6680
H -1.0791 0.2036 1.4431
H -2.2829 -1.0779 1.0207
H 1.1027 -0.3733 -1.6747
H -1.2696 -0.6400 -1.4969
H 2.0995 -0.6207 1.8863
H -1.4042 1.8940 0.0112
H -1.0396 1.6664 -1.6047

lowest unoccupied orbital energy	-0.18712	hartree
multiplicity	1
total charge	+1
frontier orbital gap	8.260	eV
HOMO	-13.35	eV

These are the Mulliken partial charges, in e, on atoms 1 to 6: 0.667 -0.685 -0.807 0.150 -0.197 -0.480


## B
Density functional theory data (the ωB97M-V functional and the def2-TZVPD basis) for a structure of composition C4H8Cl2NO.

Cartesian coordinates (Å):
C 1.4184 -0.0784 -0.7876
C 0.7463 1.2984 -0.6406
C -0.1626 -0.0097 0.9258
C -1.8889 -0.1741 0.5974
N 0.5957 -0.8889 0.1113
O 0.3183 1.2049 0.7449
Cl -2.0798 -1.7751 -0.1444
Cl -2.4251 1.2096 -0.4161
H 1.4954 -0.4334 -1.7513
H 2.4229 -0.2155 -0.3477
H 1.4267 2.0814 -0.9019
H -0.1835 1.3859 -1.3439
H -0.1370 -0.4996 2.0186
H -2.3985 -0.1439 1.5808
H -0.4164 -1.4577 -0.2241
H 1.2683 -1.5038 0.5786

lowest unoccupied orbital energy	-0.12229	hartree
multiplicity	1
total charge	+1
frontier orbital gap	11.274	eV
HOMO	-14.60	eV

These are the Mulliken partial charges, in e, on atoms 1 to 6: -0.544 -0.298 -0.425 0.107 -0.067 -0.344


Which is less stable than every other structure shown? B is.